Entry 1:
The following is a DFT calculation (ωB97M-V/def2-TZVPD) of C39H45FMnN7O3 as an isolated structure.

The geometry in XYZ format:
```
96
Properties=species:S:1:pos:R:3:forces:R:3:lowdin_charge:R:1
Mn -2.038872 0.050971 0.777720 -0.9 -1.0 -0.4 0.56
F 3.148112 -3.414501 -1.518713 -0.1 0.0 0.0 0.07
C 3.139467 -2.086919 -1.255861 0.3 0.0 0.1 -0.19
C 1.967753 -1.456880 -0.970603 -0.2 -0.3 -0.1 0.09
C 1.960331 -0.107503 -0.643137 -0.5 0.6 0.2 -0.03
C 0.649227 0.525079 -0.330826 0.5 -0.1 0.0 -0.28
O -0.383318 -0.131451 -0.508337 -0.3 -0.1 -0.2 -0.02
C 0.707340 1.871803 0.147888 0.0 -0.4 0.0 -0.02
C 1.904465 2.496122 0.137955 0.1 0.3 0.0 0.04
N 3.107089 1.957779 -0.216425 0.3 -0.1 0.1 0.03
C 4.246970 2.866011 -0.085070 -0.3 -0.1 -0.1 -0.23
C 5.423017 2.934199 -1.001362 0.1 0.0 0.1 -0.08
C 5.594982 2.525012 0.455679 0.0 -0.1 -0.1 -0.08
C 3.158332 0.617646 -0.581019 0.2 0.1 -0.1 -0.09
C 4.348179 -0.055668 -0.928590 -0.2 0.6 0.1 0.05
C 4.352740 -1.384629 -1.261084 -0.2 -0.6 -0.2 -0.16
N 5.602715 -1.996117 -1.597879 0.1 0.0 0.1 -0.12
C 6.499204 -2.241065 -0.470348 0.0 -0.1 0.0 -0.11
C 7.950775 -2.286231 -0.999787 0.0 0.0 -0.3 -0.06
N 7.885079 -2.167816 -2.499075 -0.1 -0.1 0.1 0.04
C 7.047785 -3.275266 -3.081204 0.2 0.2 0.1 -0.06
C 5.613732 -3.130961 -2.516408 0.0 0.1 0.0 -0.12
C -0.506781 2.639202 0.674736 0.2 0.0 -0.2 -0.62
O -0.479852 3.859548 0.510797 -0.1 0.0 0.1 0.02
O -1.385895 1.938601 1.250438 0.2 0.0 0.2 -0.06
H 1.027469 -1.998930 -0.978007 0.1 0.1 0.0 0.14
H 1.929163 3.540014 0.427440 -0.1 0.0 0.0 0.14
H 3.878097 3.829231 0.230535 0.0 0.0 0.0 0.14
H 5.746151 3.922219 -1.296364 0.0 0.0 0.0 0.11
H 5.536557 2.190517 -1.776046 0.0 0.0 0.0 0.09
H 6.037307 3.230011 1.144548 0.0 0.0 0.0 0.11
H 5.819869 1.494333 0.679798 0.0 0.0 0.0 0.08
H 5.290635 0.460688 -0.979963 0.0 0.0 0.1 0.09
H 6.255814 -3.181701 0.035969 0.0 0.0 0.0 0.14
H 6.399692 -1.437649 0.253981 0.0 0.0 0.0 0.13
H 8.455159 -3.224762 -0.785248 0.0 0.0 0.1 0.13
H 8.563478 -1.463604 -0.640023 0.0 0.0 0.1 0.13
H 8.813425 -2.132536 -2.916095 0.0 -0.1 0.0 0.19
H 7.394019 -1.293450 -2.704049 0.0 0.0 0.0 0.18
H 7.526365 -4.205685 -2.786380 0.0 0.0 0.0 0.13
H 7.093274 -3.179790 -4.163012 -0.1 0.0 0.0 0.14
H 5.320820 -4.064814 -2.035506 0.0 -0.1 0.0 0.13
H 4.918338 -2.937800 -3.328899 0.0 0.0 0.0 0.14
C -4.633285 -2.753873 -1.424969 0.0 0.3 -0.1 -0.04
C -4.328477 -3.972316 -0.852481 0.2 -0.2 0.2 -0.05
C -3.272099 -4.040167 0.046252 -0.3 -0.1 -0.3 0.00
C -2.580023 -2.879215 0.328900 1.0 -0.2 0.7 -0.19
N -2.900069 -1.693404 -0.177100 -0.1 0.6 0.1 0.07
C -3.902511 -1.633098 -1.055150 -0.1 -0.2 0.0 -0.09
C -1.396030 -2.849288 1.253284 -0.8 -0.4 -0.6 -0.19
C -0.690965 -3.982442 1.623505 0.3 0.0 0.3 0.00
C 0.387264 -3.837003 2.486564 -0.2 -0.3 -0.2 -0.06
C 0.712275 -2.576166 2.951931 0.0 0.3 0.1 -0.05
C -0.043880 -1.497515 2.519801 0.0 -0.2 0.1 -0.08
N -1.063452 -1.639048 1.672184 0.4 1.1 0.2 0.06
H -5.442639 -2.650693 -2.135800 0.0 0.0 0.0 0.11
H -4.899961 -4.860646 -1.089233 0.0 0.0 0.0 0.11
H -3.015584 -4.973173 0.526620 0.0 0.0 0.0 0.11
H -4.133026 -0.644720 -1.424713 0.0 0.0 0.0 0.10
H -0.967207 -4.955671 1.243883 0.0 0.0 0.0 0.11
H 0.951909 -4.707437 2.796268 0.0 0.0 0.0 0.11
H 1.523810 -2.419235 3.649224 0.0 0.0 0.0 0.11
H 0.141120 -0.488443 2.869480 0.0 0.0 0.0 0.12
C -4.629175 -0.289965 4.905345 0.1 0.1 -0.1 -0.13
C -3.438574 0.432474 4.846259 -0.1 -0.1 0.0 -0.11
C -2.759625 0.565911 3.640248 0.0 0.0 -0.1 -0.13
C -3.205392 -0.007737 2.431836 0.0 -0.1 0.5 -0.22
C -4.416042 -0.710904 2.543016 -0.1 0.0 -0.2 -0.15
C -5.121214 -0.856412 3.738934 0.1 0.1 0.0 -0.12
H -5.166494 -0.397297 5.839864 0.0 0.0 0.0 0.09
H -3.050275 0.901772 5.745214 0.0 0.0 0.0 0.09
H -1.852965 1.166729 3.627356 0.0 0.0 0.0 0.08
H -4.846813 -1.174604 1.652160 0.0 0.0 0.1 0.08
H -6.053515 -1.412019 3.756523 0.0 0.0 0.0 0.09
C -5.155649 4.846738 -2.369572 -0.1 0.0 -0.1 -0.07
C -4.093477 4.554369 -1.321586 0.0 0.0 0.1 -0.21
N -4.330942 3.309987 -0.599252 0.1 -0.3 0.0 -0.07
C -5.351610 3.331626 0.442509 0.0 0.2 0.1 -0.20
C -6.584671 2.492976 0.130159 -0.1 0.0 -0.1 -0.07
C -3.577323 2.191336 -0.770896 -0.1 0.5 0.0 -0.39
C -2.580622 2.190479 -1.896663 0.0 -0.1 0.0 0.01
N -3.686025 1.132523 -0.039069 0.2 0.2 -0.1 0.08
H -4.931885 5.774175 -2.900595 0.0 0.0 0.0 0.08
H -6.143857 4.953262 -1.916030 0.0 0.0 0.0 0.07
H -5.210904 4.040174 -3.104381 0.0 0.0 0.0 0.07
H -4.059995 5.358733 -0.583762 0.0 0.0 0.0 0.12
H -3.104716 4.526568 -1.767381 0.0 0.0 0.0 0.10
H -5.647476 4.373615 0.565528 0.0 0.0 0.0 0.12
H -4.900796 3.031888 1.394503 0.0 0.0 0.0 0.13
H -6.988398 2.765788 -0.847007 0.0 0.0 0.0 0.07
H -7.359033 2.660760 0.880247 0.1 0.0 0.0 0.08
H -6.365796 1.425021 0.116497 0.0 0.0 0.0 0.06
H -1.791732 2.924404 -1.734209 0.0 0.0 0.1 0.08
H -3.071470 2.424193 -2.844208 0.0 0.0 0.0 0.09
H -2.132485 1.201172 -1.956438 0.0 0.0 0.0 0.07
H -4.356416 1.232589 0.714196 0.0 0.0 0.0 0.04
```
Positions in Å, forces in eV/Å.

Output
⟨S²⟩   0.929
Lowest unoccupied orbital energy (alpha / beta)   -3.28 / -3.28 eV
M   733.8 g/mol
ΔE to the lowest compared entry with this formula, charge and spin   24.59 kcal per mole
Gap between HOMO and LUMO (alpha / beta)   4.92 / 4.18 eV
HOMO (alpha / beta)   -0.3016 / -0.2742 Ha
2S+1   2
Maximum force   1.43 eV/Å
Calculated total energy   -3372.7544 Ha
Net charge   +1

Entry 2:
The following is a DFT calculation (ωB97M-V/def2-TZVPD) of a 5-piece molecular cluster, C39H45INO8 overall.

The geometry in XYZ format:
```
94
Properties=species:S:1:pos:R:3:forces:R:3:lowdin_charge:R:1
C 3.986775 -3.924562 0.124859 0.0 0.0 0.0 -0.10
C 4.008807 -2.717027 1.080397 0.0 -0.1 0.0 -0.26
C 3.681061 -1.389058 0.402003 0.0 0.0 0.0 -0.22
C 2.308090 -1.376606 -0.289585 -0.1 0.1 0.1 -0.22
C 1.503845 -0.111623 0.025177 -0.1 -0.1 0.1 -0.20
C 0.160848 -0.001113 -0.729028 0.1 0.0 0.1 -0.17
C -1.098139 0.238678 0.134357 -0.1 0.0 -0.1 -0.18
C -2.291948 -0.696175 -0.105571 0.2 0.0 -0.1 -0.12
C -2.265239 -2.177508 0.411450 0.1 0.0 -0.1 -0.34
C -2.420105 -3.196592 -0.748597 -0.1 0.1 0.0 -0.13
C -1.154046 -3.586549 -1.538534 0.0 0.1 0.0 -0.30
C -0.614993 -4.970803 -1.194328 -0.1 0.0 0.1 -0.68
I 0.692265 -5.717565 -2.699318 0.1 0.0 0.0 0.80
C -3.436386 -2.384709 1.421981 -0.1 0.2 0.1 -0.06
C -2.788081 -2.613672 2.722796 -0.4 0.0 0.0 0.04
N -1.520745 -2.617019 2.636560 0.5 0.0 0.0 0.15
C -1.004083 -2.494150 1.258095 -0.1 -0.1 0.0 -0.03
H 3.264025 -4.685182 0.424577 0.0 0.0 0.0 0.06
H 4.957629 -4.418031 0.080721 0.0 0.0 0.0 0.07
H 3.730125 -3.627833 -0.894136 0.0 0.0 0.0 0.06
H 3.296763 -2.873429 1.899430 0.0 0.0 0.0 0.10
H 4.989096 -2.639179 1.554050 0.0 0.0 0.0 0.10
H 4.461260 -1.162793 -0.330458 0.0 0.0 0.0 0.12
H 3.720523 -0.593349 1.149282 0.0 0.0 0.0 0.09
H 1.735488 -2.250623 0.045890 -0.1 -0.1 -0.1 0.09
H 2.411931 -1.472190 -1.373743 0.0 -0.1 0.0 0.12
H 1.324416 -0.083781 1.108295 0.1 0.1 0.0 0.11
H 2.134348 0.755562 -0.188480 0.0 0.0 0.1 0.10
H 0.037835 -0.891889 -1.349577 -0.1 0.0 0.0 0.09
H 0.219300 0.837923 -1.424419 0.0 -0.1 -0.1 0.09
H -0.832083 0.285195 1.197054 -0.1 0.0 0.0 0.11
H -1.504531 1.218594 -0.113901 0.1 0.0 0.2 0.08
H -2.478187 -0.723179 -1.182826 0.0 0.0 0.0 0.13
H -3.161806 -0.192819 0.321508 0.0 0.0 0.0 0.09
H -2.890405 -4.109973 -0.370519 0.1 0.0 0.0 0.12
H -3.139669 -2.765058 -1.446723 -0.1 -0.1 0.1 0.11
H -1.391939 -3.565884 -2.601303 0.0 0.0 0.0 0.10
H -0.361935 -2.848338 -1.398536 0.0 0.0 0.0 0.08
H -0.027491 -4.993495 -0.277841 -0.1 0.0 0.0 0.02
H -1.413592 -5.704819 -1.116290 0.0 0.0 0.0 0.04
H -4.069384 -1.497720 1.533289 0.0 0.0 -0.1 0.14
H -4.128465 -3.195005 1.174502 0.1 -0.1 0.0 0.15
H -3.286536 -2.747763 3.675563 0.0 0.0 0.0 0.16
H -0.902935 -2.713706 3.436967 -0.1 -0.1 0.0 0.19
H -0.546751 -3.446942 0.995363 0.0 0.0 0.0 0.12
H -0.224469 -1.739654 1.238209 0.0 0.1 0.0 0.11
C -2.215647 4.439618 -0.121851 0.0 -0.1 0.0 0.02
C -2.190237 5.730192 0.198779 -0.1 0.0 0.0 0.04
C -3.351638 6.384766 0.859808 0.0 0.0 0.0 -0.38
O -3.323641 7.557058 1.156176 0.0 0.0 0.0 0.12
C -4.548967 5.546152 1.131921 0.0 0.0 0.0 0.04
C -4.573598 4.255016 0.812589 0.0 0.0 0.0 0.03
C -3.405226 3.607877 0.175496 0.0 0.2 -0.1 -0.35
O -3.428043 2.422639 -0.112538 0.0 0.0 0.0 0.06
H -1.396090 3.948768 -0.633190 0.0 0.0 0.0 0.09
H -1.341700 6.368574 -0.011576 0.0 0.0 0.0 0.13
H -5.387198 6.050033 1.595918 0.0 0.0 0.0 0.13
H -5.435536 3.621938 0.980692 0.0 0.0 0.0 0.10
C 7.116839 -0.510476 4.017827 0.0 0.0 0.0 0.02
C 8.410719 -0.649821 4.291172 0.0 0.0 0.0 0.03
C 9.451485 -0.022793 3.433524 0.0 0.0 0.0 -0.38
O 10.628418 -0.152519 3.679657 0.0 0.0 0.0 0.12
C 8.988931 0.768216 2.262663 0.0 0.0 0.0 0.03
C 7.694231 0.906022 1.991800 0.0 0.0 0.0 0.02
C 6.658609 0.275722 2.846301 0.0 0.0 0.0 -0.38
O 5.476417 0.395636 2.593384 0.0 0.0 0.0 0.08
H 6.339392 -0.955111 4.626112 0.0 0.0 0.0 0.12
H 8.773762 -1.216777 5.138873 0.0 0.0 0.0 0.12
H 9.765777 1.216280 1.656414 0.0 0.0 0.0 0.13
H 7.331338 1.476402 1.146237 0.0 0.0 0.0 0.12
C 1.949038 3.035146 -2.608163 0.0 0.0 0.1 0.01
C 3.109545 2.866904 -3.232826 0.0 0.0 0.0 0.03
C 3.362603 3.502473 -4.554363 0.0 0.0 0.0 -0.38
O 4.415936 3.349041 -5.128454 0.0 0.0 0.0 0.12
C 2.271810 4.327569 -5.138866 0.0 0.0 0.0 0.03
C 1.111445 4.491078 -4.508555 0.0 0.0 0.0 0.03
C 0.861474 3.856367 -3.192868 0.1 0.0 0.0 -0.37
O -0.191782 3.995409 -2.603357 0.0 0.0 0.0 0.09
H 1.722915 2.588553 -1.647401 0.1 0.0 0.0 0.10
H 3.918159 2.272227 -2.826867 0.0 0.0 0.0 0.12
H 2.483900 4.779355 -6.099385 0.0 0.0 0.0 0.13
H 0.303105 5.086598 -4.913173 0.0 0.0 0.0 0.12
C -5.880661 -0.839224 -1.076672 0.0 0.0 0.0 0.01
C -5.929403 0.460911 -0.799696 0.1 0.0 0.0 0.03
C -7.146148 1.065804 -0.194219 0.0 0.0 0.0 -0.36
O -7.182649 2.243840 0.088970 0.0 0.0 0.0 0.11
C -8.306003 0.173775 0.061104 0.0 0.0 0.0 0.03
C -8.249955 -1.126910 -0.213928 0.0 0.0 0.0 0.03
C -7.024304 -1.740163 -0.786535 0.0 0.1 0.0 -0.39
O -6.945759 -2.932841 -0.988481 0.1 -0.1 0.0 0.10
H -5.008494 -1.309535 -1.515650 0.0 0.0 0.0 0.10
H -5.094299 1.128204 -0.974585 0.0 0.0 0.0 0.10
H -9.182734 0.644279 0.487629 0.0 0.0 0.0 0.13
H -9.076622 -1.800861 -0.028513 0.0 0.0 0.0 0.13
```
Positions in Å, forces in eV/Å.

Output
Lowest unoccupied orbital energy   -3.90 eV
M   782.7 g/mol
Gap between HOMO and LUMO   7.76 eV
HOMO   -0.4284 Ha
Maximum force   0.50 eV/Å
Calculated total energy   -2467.0813 Ha
Net charge   +1

Entry 3:
The following is a DFT calculation (ωB97M-V/def2-TZVPD) of C39H45N5P2V as an isolated structure.

The geometry in XYZ format:
```
92
Properties=species:S:1:pos:R:3:forces:R:3:lowdin_charge:R:1
V 0.433418 -0.710531 2.322122 -0.2 0.8 1.7 0.73
C -1.488495 1.577707 2.449526 0.2 -1.9 -1.3 -0.06
C -1.428056 0.537644 1.550565 -1.4 1.6 0.4 -0.17
C -0.683433 0.630173 0.238114 -0.6 -0.1 -0.9 -0.28
C 0.669981 -0.044302 0.076345 0.2 1.1 -1.1 -0.29
C 1.810014 0.457986 0.913146 0.0 0.5 1.2 -0.17
C 1.711032 1.460875 1.858618 0.7 -1.1 -1.7 -0.10
C 0.794766 2.631312 1.716160 -0.9 0.7 0.4 -0.17
C -0.499576 2.665087 2.555305 0.3 1.1 0.1 -0.17
C 1.934102 -2.019908 2.836433 0.2 -0.2 -0.2 -0.25
H -2.314173 1.653548 3.159159 0.3 -0.4 0.0 0.11
H -2.232161 -0.219193 1.550258 0.3 0.4 0.3 0.12
H -0.626795 1.651897 -0.157076 0.1 -0.4 0.4 0.08
H -1.354185 0.119021 -0.498067 0.7 0.5 1.1 -0.01
H 0.561694 -1.151240 0.171268 0.2 0.0 0.0 0.12
H 0.949404 0.113350 -0.990134 -0.3 -0.3 1.0 0.02
H 2.738338 -0.102284 0.797636 -0.2 0.0 0.3 0.10
H 2.567643 1.622579 2.516173 -0.2 -0.2 -0.4 0.11
H 0.551121 2.821167 0.664348 0.3 -0.1 0.3 0.11
H 1.359061 3.513678 2.044047 0.0 -0.2 -0.1 0.13
H -0.225858 2.778278 3.619918 -0.2 -0.1 -0.3 0.11
H -1.009034 3.607067 2.274400 0.0 -0.2 0.3 0.13
H 1.956448 -2.158077 3.932792 0.1 -0.1 -0.6 -0.02
H 2.894364 -1.605036 2.483060 -0.1 -0.6 0.2 -0.02
H 1.667354 -2.958246 2.310338 0.6 0.0 0.3 -0.02
P 1.950275 -0.846300 -2.655481 2.5 -1.2 -3.8 1.15
P -2.002201 -0.252737 -2.477871 -2.1 0.7 -2.8 1.12
N 3.289416 0.188737 -3.175542 0.2 0.8 0.6 -0.26
N 2.431357 -2.122867 -3.904836 -0.5 -0.6 0.5 -0.23
N -2.072089 1.405084 -2.997274 0.7 1.1 0.4 -0.26
N -3.430889 -0.709497 -3.478253 0.0 -1.3 0.0 -0.25
C 0.642365 -0.050055 -3.669446 -0.4 0.2 0.0 -0.38
C -0.705422 -0.810985 -3.643833 0.4 -0.6 -0.3 -0.37
C 4.396826 0.460967 -2.364021 0.0 0.4 -0.7 -0.14
C 5.310265 1.215162 -3.084706 -0.6 -0.6 0.3 -0.10
C 4.769587 1.407295 -4.392049 -1.0 -0.7 0.4 -0.08
C 3.531147 0.778145 -4.416130 0.6 0.4 0.3 -0.15
C 2.704729 -3.439033 -3.532147 0.0 0.0 -0.7 -0.16
C 3.033481 -4.189953 -4.654267 -0.2 0.9 0.5 -0.10
C 2.989203 -3.302402 -5.774649 -0.4 0.8 0.9 -0.09
C 2.604781 -2.053637 -5.285955 0.1 -0.8 0.0 -0.15
C -2.077015 2.492715 -2.103691 -0.1 0.4 -1.2 -0.13
C -1.870398 3.665255 -2.821807 -0.1 -1.3 0.2 -0.08
C -1.675946 3.290044 -4.194570 -0.3 -1.1 0.5 -0.07
C -1.810691 1.908971 -4.279651 0.1 1.1 0.6 -0.17
C -4.143862 -0.126321 -4.535285 -0.5 -0.9 0.1 -0.13
C -5.057804 -1.055490 -5.041257 1.3 0.2 1.1 -0.09
C -4.872109 -2.271896 -4.298650 0.8 0.7 0.3 -0.10
C -3.862880 -2.039465 -3.374780 -0.8 0.8 -0.8 -0.17
H 0.969866 -0.017995 -4.723549 -0.1 0.1 0.6 0.06
H 0.531503 0.996847 -3.330319 0.0 -0.3 -0.1 0.09
H -1.142389 -0.774708 -4.653337 0.1 -0.2 0.4 0.08
H -0.557279 -1.878833 -3.382743 0.0 0.3 -0.4 0.08
H 4.410660 0.078855 -1.353725 0.1 0.1 -0.1 0.09
H 6.272782 1.567108 -2.734298 -0.2 -0.1 0.0 0.09
H 5.240858 1.910954 -5.225591 -0.1 0.0 0.1 0.09
H 2.811588 0.718852 -5.220668 0.2 0.1 0.2 0.08
H 2.651560 -3.704408 -2.487949 0.0 -0.1 0.0 0.09
H 3.281633 -5.240647 -4.674403 0.0 0.1 0.1 0.09
H 3.228205 -3.542188 -6.804714 -0.1 0.1 0.2 0.09
H 2.456596 -1.134698 -5.825559 0.0 -0.2 0.0 0.08
H -2.262116 2.323129 -1.051724 -0.1 0.1 -0.2 0.10
H -1.893927 4.663022 -2.411126 0.1 -0.1 0.0 0.09
H -1.471330 3.949138 -5.023381 -0.1 0.0 0.0 0.09
H -1.798520 1.269127 -5.152984 0.1 0.1 0.3 0.11
H -3.971170 0.889615 -4.846130 -0.1 0.0 0.2 0.09
H -5.756372 -0.897093 -5.847711 0.0 0.1 0.1 0.09
H -5.403744 -3.199075 -4.428950 0.0 0.0 0.0 0.09
H -3.413552 -2.684264 -2.644497 0.0 -0.2 0.2 0.09
C 0.735657 2.789206 6.840993 0.0 0.4 -0.1 -0.13
C 1.596414 2.471383 5.775538 -0.3 -0.3 0.4 -0.11
C 1.379523 1.321083 5.012824 -0.1 0.1 0.3 -0.07
C 0.201826 0.546496 5.207816 -0.2 -0.6 -0.3 -0.28
C -0.546477 0.787955 6.391401 0.0 0.4 0.1 -0.04
C -0.315860 1.923465 7.164067 0.5 -0.2 -0.3 -0.10
N -0.176180 -0.393931 4.256014 0.4 0.1 0.6 -0.09
C -1.189425 -1.311841 4.648288 0.1 0.2 0.4 -0.30
C -0.864104 -2.667771 4.883929 -0.3 0.4 0.1 -0.02
C -1.788585 -3.478294 5.550262 -0.3 0.1 -0.3 -0.09
C -3.049167 -2.980975 5.904325 0.0 0.1 -0.1 -0.10
C -3.411682 -1.666401 5.571765 0.1 -0.1 -0.1 -0.09
C -2.486707 -0.834376 4.948247 0.2 -0.6 -0.1 -0.07
H 0.887611 3.702253 7.425751 0.0 -0.4 -0.2 0.09
H 2.447418 3.126144 5.558978 -0.2 -0.3 0.1 0.10
H 2.140128 0.958706 4.311439 -0.6 0.3 0.2 0.09
H -1.330799 0.097913 6.699672 0.2 0.3 -0.2 0.10
H -0.957905 2.120023 8.026428 0.3 0.0 -0.2 0.10
H 0.130973 -3.039512 4.607076 -0.5 0.2 0.3 0.09
H -1.522033 -4.506726 5.795832 -0.1 0.2 -0.1 0.10
H -3.766804 -3.617616 6.426528 0.3 0.2 -0.2 0.10
H -4.406477 -1.275490 5.808173 0.4 -0.2 0.0 0.10
H -2.701283 0.221241 4.769703 0.0 -0.4 0.0 0.10
```
Positions in Å, forces in eV/Å.

Output
⟨S²⟩   3.768
Lowest unoccupied orbital energy (alpha / beta)   0.06 / -0.34 eV
M   696.7 g/mol
ΔE to the lowest compared entry with this formula, charge and spin   0.00 kcal per mole
Gap between HOMO and LUMO (alpha / beta)   6.31 / 6.27 eV
HOMO (alpha / beta)   -0.2295 / -0.2428 Ha
2S+1   4
Maximum force   4.73 eV/Å
Calculated total energy   -3413.3847 Ha
Net charge   0

Number 1 is which compound?
C39H45FMnN7O3